# 1
Entry from the OMol25 dataset: a structure of composition C6H8Cl2 in a non-equilibrium geometry (the ωB97M-V functional and the def2-TZVPD basis).

Summary:
- energy above the lowest of the compared OMol25 structures with the same formula, charge and spin (kJ/mol) = 360.49
- gap between HOMO and LUMO (alpha / beta) (eV) = 8.176 / 7.514
- E_tot (Ha) = -1153.6308

The geometry in ORCA input format:
```
! RIJCOSX wB97M-V def2-TZVPD def2/J DEFGRID3
* xyz 0 1
C 0.7042 -0.1179 -0.5240
C 1.0864 -1.1875 0.0394
C -0.1997 0.9872 -0.9580
C -1.5272 0.3960 -0.3688
C 0.4904 -2.0688 1.1789
C 0.1593 2.3223 -0.4543
Cl -1.8863 0.4322 1.3291
Cl -2.2069 -0.9250 -1.0404
H 2.0276 -1.6633 -0.2904
H -0.3572 0.8534 -2.0913
H 1.2494 -2.6202 1.6015
H -0.1560 -2.8181 0.7411
H 0.0364 -1.4274 1.8737
H -0.5150 2.9930 -1.0226
H 1.2303 2.5202 -0.5731
H -0.1358 2.3238 0.5589
*
```

How positive or negative is each atom? The natural (NBO) charges in e answer that: 0.134, -0.296, -0.334, -0.145, -0.630, -0.605, -0.004, 0.086, 0.220, 0.246, 0.210, 0.220, 0.222, 0.220, 0.229, 0.225



# 2
Entry from the OMol25 dataset: a structure of composition C6H8Cl2N2O2 in a non-equilibrium geometry (the ωB97M-V functional and the def2-TZVPD basis).

Summary:
- energy above the lowest of the compared OMol25 structures with the same formula, charge and spin (kJ/mol) = 407.49
- gap between HOMO and LUMO (eV) = 9.148
- E_tot (Ha) = -1413.6807

The geometry in ORCA input format:
```
! RIJCOSX wB97M-V def2-TZVPD def2/J DEFGRID3
* xyz 0 1
C -1.5500 1.1347 0.8784
C -2.2950 0.2247 0.2367
C 0.9938 0.5326 0.7725
C -0.1611 1.2992 0.3068
C -1.4722 -1.9001 -0.9218
C 3.2991 0.0861 0.4010
N -0.5586 0.2591 -1.2361
N -1.7384 -0.3967 -0.8678
O 0.9077 -0.3757 1.5617
O 2.1072 0.8314 0.1253
Cl -3.9195 -0.1485 0.6740
Cl 0.1778 2.8842 -0.3089
H -1.9528 1.5487 1.7419
H -2.4218 -2.2202 -0.8538
H -1.0982 -2.1151 -1.9258
H -0.7988 -2.3710 -0.2349
H 3.2741 -0.9508 0.6455
H 3.9883 0.4119 1.2377
H 4.0036 0.2818 -0.3735
H -0.7850 0.9836 -1.8588
*
```

How positive or negative is each atom? The natural (NBO) charges in e answer that: -0.329, 0.184, 0.732, -0.019, -0.391, -0.281, -0.394, -0.314, -0.576, -0.482, 0.039, 0.034, 0.243, 0.197, 0.212, 0.204, 0.210, 0.189, 0.200, 0.344



# 3
Entry from the OMol25 dataset: a structure of composition C6H8Cl4F6NaO6S2 in a non-equilibrium geometry (the ωB97M-V functional and the def2-TZVPD basis).

Summary:
- energy above the lowest of the compared OMol25 structures with the same formula, charge and spin (kJ/mol) = 11.26
- gap between HOMO and LUMO (eV) = 8.070
- E_tot (Ha) = -4083.7101

The geometry in ORCA input format:
```
! RIJCOSX wB97M-V def2-TZVPD def2/J DEFGRID3
* xyz -1 1
Na 30.2498 1.2419 -3.3639
C 32.8497 2.1895 -7.0798
F 33.4853 1.5782 -6.0420
F 33.7042 3.0845 -7.5872
F 32.6496 1.2454 -8.0008
S 31.2350 2.9922 -6.5324
O 31.4811 4.3995 -6.6727
O 30.2923 2.4221 -7.4453
O 31.1178 2.5336 -5.1549
C 25.7252 2.3268 -3.8326
F 24.5953 2.5214 -4.5119
F 25.8666 3.3199 -2.9428
F 25.5993 1.1834 -3.1323
S 27.1679 2.1954 -4.9566
O 26.8410 1.0667 -5.8014
O 27.2093 3.4341 -5.6904
O 28.2478 1.9510 -4.0026
Cl 35.0192 3.9414 -3.7033
C 33.5145 4.9235 -3.6696
C 32.7752 4.7400 -2.3794
Cl 32.1754 3.0512 -2.2668
H 32.9319 4.6062 -4.5366
H 33.7858 5.9558 -3.8843
H 31.8741 5.3473 -2.3665
H 33.3918 4.8807 -1.4991
Cl 32.9099 -0.1006 -3.4702
C 34.6240 -0.2823 -3.9402
C 34.7813 -1.1200 -5.1743
Cl 34.1760 -2.7824 -4.9076
H 35.1651 -0.6624 -3.0784
H 34.9530 0.7429 -4.1136
H 35.8185 -1.2212 -5.4834
H 34.2330 -0.6899 -6.0091
*
```

How positive or negative is each atom? The natural (NBO) charges in e answer that: 0.949, 0.676, -0.363, -0.328, -0.324, 2.363, -0.986, -0.952, -1.069, 0.679, -0.322, -0.333, -0.338, 2.361, -0.981, -0.959, -1.088, -0.092, -0.396, -0.362, -0.099, 0.275, 0.225, 0.237, 0.219, -0.091, -0.372, -0.390, -0.076, 0.218, 0.248, 0.223, 0.247



# 4
Entry from the OMol25 dataset: an isolated molecule of C6H8ClIN2 in a non-equilibrium geometry (the ωB97M-V functional and the def2-TZVPD basis).

Summary:
- energy above the lowest of the compared OMol25 structures with the same formula, charge and spin (kJ/mol) = 35.66
- gap between HOMO and LUMO (eV) = 9.416
- E_tot (Ha) = -1100.7478
- structure (SMILES) = CC[C@@]1(I)C=NCN=C1Cl

The geometry in ORCA input format:
```
! RIJCOSX wB97M-V def2-TZVPD def2/J DEFGRID3
* xyz 0 1
C -1.2931 0.3390 -1.5073
C 0.1886 0.6623 -1.5606
C 0.8075 0.4157 -0.1974
I 2.9341 0.7777 -0.2077
C 0.2384 1.1438 0.9987
N -0.2364 0.5774 2.0323
C -0.2284 -0.8762 2.2165
N 0.1915 -1.6840 1.1502
C 0.7047 -1.2117 0.1241
Cl 1.1777 -2.2431 -1.1297
H -1.4038 -0.4727 -0.8927
H -1.6602 0.1763 -2.4483
H -1.7671 1.1294 -1.1226
H 0.2508 1.6357 -1.8159
H 0.5233 -0.0678 -2.3719
H 0.1658 2.1709 0.9212
H 0.6134 -1.1556 3.0874
H -1.2067 -1.3172 2.7238
*
```

How positive or negative is each atom? The natural (NBO) charges in e answer that: -0.586, -0.445, -0.208, 0.133, 0.073, -0.386, -0.114, -0.447, 0.231, 0.041, 0.202, 0.214, 0.199, 0.212, 0.240, 0.187, 0.222, 0.232



# 5
Entry from the OMol25 dataset: a cluster of 2 separate species, C6H8ClN in total in a non-equilibrium geometry (the ωB97M-V functional and the def2-TZVPD basis).

Summary:
- energy above the lowest of the compared OMol25 structures with the same formula, charge and spin (kJ/mol) = 371.12
- gap between HOMO and LUMO (alpha / beta) (eV) = 8.502 / 8.503
- E_tot (Ha) = -748.2067

The geometry in ORCA input format:
```
! RIJCOSX wB97M-V def2-TZVPD def2/J DEFGRID3
* xyz 0 1
C 0.8464 2.1104 -0.0978
C -0.5417 1.7845 -0.0467
C 1.6168 0.9511 -0.0161
C -0.5235 0.4312 -0.0715
C 1.1958 -1.3845 0.0908
C -2.1837 -1.2050 0.0251
N 0.6974 -0.0487 0.0964
Cl -3.6887 -0.4439 0.1446
H 1.2617 3.2071 -0.2593
H -1.4417 2.3602 -0.2400
H 2.6753 0.9401 0.0418
H 1.2625 -1.7199 -0.8514
H 2.2527 -1.4698 0.6098
H 0.5483 -2.0223 0.5699
H -1.9244 -1.8762 0.8830
H -2.0532 -1.6142 -0.8784
*
```

How positive or negative is each atom? The natural (NBO) charges in e answer that: -0.270, -0.408, -0.121, 0.241, -0.369, -0.362, -0.403, 0.026, 0.220, 0.238, 0.221, 0.192, 0.207, 0.199, 0.210, 0.178



# 6
Entry from the OMol25 dataset: a structure of composition C6H8ClN in a non-equilibrium geometry (the ωB97M-V functional and the def2-TZVPD basis).

Summary:
- energy above the lowest of the compared OMol25 structures with the same formula, charge and spin (kJ/mol) = 242.35
- gap between HOMO and LUMO (eV) = 9.582
- E_tot (Ha) = -748.2558

The geometry in ORCA input format:
```
! RIJCOSX wB97M-V def2-TZVPD def2/J DEFGRID3
* xyz 0 1
C -1.7273 0.4572 -0.9211
C -1.6602 1.3333 0.0633
C 0.1691 0.6537 1.2097
C -0.4090 -0.3791 -1.1969
C 0.9208 0.0339 0.1811
C 1.5451 -1.2382 0.5641
N -0.9262 1.2762 1.2052
Cl 2.1313 1.1139 -0.5688
H -2.5097 0.2431 -1.7269
H -2.5808 1.9405 0.2870
H 0.6475 0.5908 2.1543
H -0.6554 -1.4572 -1.2622
H 0.0422 0.1379 -1.9982
H 0.8132 -1.8061 0.9896
H 2.3636 -1.1962 1.3010
H 1.8356 -1.7039 -0.2812
*
```

How positive or negative is each atom? The natural (NBO) charges in e answer that: -0.198, -0.077, 0.073, -0.410, -0.027, -0.634, -0.378, -0.036, 0.227, 0.192, 0.171, 0.212, 0.226, 0.217, 0.219, 0.223



# 7
Entry from the OMol25 dataset: the ion C6H8ClN4 with charge +1 in a non-equilibrium geometry (the ωB97M-V functional and the def2-TZVPD basis).

Summary:
- gap between HOMO and LUMO (alpha / beta) (eV) = 7.017 / 5.887
- E_tot (Ha) = -912.1498

The geometry in ORCA input format:
```
! RIJCOSX wB97M-V def2-TZVPD def2/J DEFGRID3
* xyz 1 3
C 1.6240 0.6433 1.5651
C 0.3631 0.0919 1.5833
C 1.0140 0.2452 -1.4458
C 2.1481 0.3344 -0.7032
C -0.3760 1.2238 -3.1926
C -1.8636 -1.4866 1.5937
N 2.4532 0.6667 0.5408
N 0.3367 0.6545 -2.3095
N -0.2682 -0.1842 0.4626
N -1.4266 -0.7267 0.4399
Cl 3.4674 0.0994 -1.8547
H 1.9338 1.1026 2.5780
H -0.1496 0.0651 2.5081
H -1.1105 1.8789 -2.7362
H -0.1893 1.0456 -4.1593
H -1.2423 -2.4828 1.5624
H -1.6882 -0.8546 2.4486
H -3.0112 -1.5837 1.4949
H -2.0147 -0.7328 -0.3762
*
```

How positive or negative is each atom? The natural (NBO) charges in e answer that: 0.044, -0.099, 0.570, 0.051, -0.052, -0.458, -0.329, -0.309, -0.186, -0.299, 0.087, 0.231, 0.205, 0.221, 0.220, 0.239, 0.214, 0.244, 0.405



# 8
Entry from the OMol25 dataset: an isolated molecule of C6H8ClNO4 in a non-equilibrium geometry (the ωB97M-V functional and the def2-TZVPD basis).

Summary:
- energy above the lowest of the compared OMol25 structures with the same formula, charge and spin (kJ/mol) = 27.43
- gap between HOMO and LUMO (eV) = 9.330
- E_tot (Ha) = -1049.2406
- structure (SMILES) = CO/N=C(\Cl)C(=O)CC(=O)OC

The geometry in ORCA input format:
```
! RIJCOSX wB97M-V def2-TZVPD def2/J DEFGRID3
* xyz 0 1
C -3.1249 -3.9924 0.2241
O -1.7660 -3.5303 0.2071
N -1.7224 -2.1608 -0.1966
C -0.5233 -1.6648 -0.3769
Cl 0.8722 -2.5907 0.1083
C -0.3492 -0.3018 -0.8839
O -1.2943 0.2339 -1.4783
C 0.8768 0.5797 -0.6020
C 0.6134 1.2136 0.7836
O 0.9480 0.4914 1.7255
O 0.0250 2.4666 0.8935
C -0.1261 2.9329 2.2333
H -3.5237 -3.7321 1.1989
H -3.2040 -5.0597 0.0286
H -3.7036 -3.4771 -0.5471
H 0.9050 1.3396 -1.3693
H 1.8211 0.0200 -0.6243
H 0.8375 2.9475 2.7316
H -0.5019 3.9667 2.2449
H -0.7880 2.2646 2.7943
*
```

How positive or negative is each atom? The natural (NBO) charges in e answer that: -0.256, -0.370, -0.047, 0.053, 0.020, 0.508, -0.470, -0.575, 0.795, -0.587, -0.497, -0.262, 0.184, 0.201, 0.198, 0.253, 0.260, 0.192, 0.202, 0.197